[1]
79
Properties=species:S:1:pos:R:3 method="wB97M-V/def2-TZVPD" multiplicity=1 charge=+3 lumo_ev="-11.391 / -7.733" max_force_ev_per_a=2.6
Lu 0.1123 -0.1849 -0.0078
P -1.5548 2.0225 -0.0218
P -2.2241 -1.5078 0.9099
P 1.8063 1.3021 -1.6046
H -1.0306 -2.1816 -1.9018
C -0.0145 -1.7606 -1.8685
C 0.9451 -2.2295 -0.9766
H 0.7409 -3.0578 -0.2909
C -2.6592 2.1213 -1.4869
C -2.7760 2.2382 1.3242
C -0.8305 3.7058 -0.0556
C -1.9206 -3.3225 0.9999
C -2.9522 -1.3000 2.5864
C -3.7507 -1.4692 -0.1099
C 3.2021 0.3841 -2.3658
C 2.7428 2.7350 -0.9733
C 1.0391 2.0967 -3.0768
H 0.2469 -1.2212 -2.7879
H 2.0162 -2.0600 -1.1240
H -3.2764 3.0240 -1.3936
H -3.3015 1.2339 -1.5400
H -2.0577 2.1772 -2.4025
H -3.2694 3.2094 1.1777
H -2.2767 2.2320 2.3025
H -3.5235 1.4355 1.3080
H -1.6457 4.4391 0.0226
H -0.2599 3.8848 -0.9754
H -0.1569 3.8193 0.8037
H -2.8534 -3.8349 1.2783
H -1.1607 -3.5291 1.7663
H -1.5569 -3.7077 0.0388
H -3.9506 -1.7635 2.6422
H -3.0331 -0.2353 2.8358
H -2.2979 -1.7756 3.3286
H -4.4127 -2.2543 0.2758
H -3.5238 -1.6743 -1.1643
H -4.2576 -0.4969 -0.0497
H 3.7780 1.0319 -3.0444
H 2.8375 -0.4837 -2.9272
H 3.8597 0.0237 -1.5656
H 3.2983 3.1821 -1.8101
H 3.4472 2.3966 -0.2039
H 2.0715 3.4799 -0.5318
H 1.8409 2.5489 -3.6729
H 0.3172 2.8664 -2.7856
H 0.5212 1.3463 -3.6837
C 2.2974 -0.7690 -7.0997
C 1.5767 -0.4600 -8.2695
C 1.4283 -1.4216 -9.2686
C 1.9996 -2.6902 -9.1159
C 2.7361 -2.9939 -7.9660
C 2.8902 -2.0414 -6.9611
S 2.4806 0.3981 -5.8215
H 1.4930 1.2727 -6.1760
H 1.1391 0.5318 -8.3695
H 0.8633 -1.1755 -10.1669
H 1.8704 -3.4415 -9.8945
H 3.1927 -3.9768 -7.8474
H 3.4594 -2.2596 -6.0566
N -0.4164 1.3638 10.9042
C -0.2615 1.0892 9.7776
C -0.0733 0.7145 8.4054
C -1.0099 1.1324 7.4445
C -0.7993 0.8444 6.0885
C 0.2772 0.0229 5.7469
C 1.1617 -0.4863 6.7006
C 1.0079 -0.0954 8.0335
N 0.5159 -0.2894 4.3907
C 1.2544 -1.3760 3.8987
C 1.2480 -1.2764 2.5462
N 0.5174 -0.1329 2.1778
C 0.0780 0.4199 3.3308
H -1.9029 1.6852 7.7416
H -1.4769 1.2267 5.3175
H 1.9858 -1.1378 6.4060
H 1.7251 -0.4271 8.7822
H 1.7144 -2.1089 4.5430
H 1.6469 -1.9466 1.7976
H -0.4940 1.3359 3.4015



[2]
14
Properties=species:S:1:pos:R:3 method="wB97M-V/def2-TZVPD" multiplicity=1 charge=+1 lumo_ev=-3.087 max_force_ev_per_a=0.5
O 1.4064 1.4638 -1.5135
C 0.7741 1.9303 -2.4271
H -0.1255 1.4369 -2.8287
H 1.0761 2.8760 -2.8953
N -0.4827 -1.8004 1.8029
C -0.3107 -0.7823 0.9452
N -1.3787 -0.2039 0.4050
N 0.9007 -0.3917 0.5985
H -1.3652 -1.9076 2.2733
H 0.3335 -2.1818 2.2540
H -2.3083 -0.5141 0.6357
H -1.2841 0.6536 -0.1105
H 1.0699 0.2091 -0.2140
H 1.6944 -0.7878 1.0744



[3]
13
Properties=species:S:1:pos:R:3 method="wB97M-V/def2-TZVPD" multiplicity=3 charge=0 s2=2.05 lumo_ev="0.741 / -1.377" max_force_ev_per_a=6.9
C 0.3981 -1.7001 -0.6875
C 0.9630 -0.4056 -0.4180
C -2.1388 1.1458 -0.4060
N -0.4495 -2.0725 0.1782
N -1.1059 -2.1279 1.0939
N 0.9859 1.4759 0.8626
N 0.5610 0.2151 0.6239
O -2.3410 1.8823 0.4437
O -1.9642 0.4230 -1.2764
H 0.6210 -2.2941 -1.5512
H 1.6996 -0.0189 -1.1234
H 1.8576 1.7595 0.4211
H 0.9131 1.7176 1.8391



Question: The highest charge belongs to which entry?
Answer: C27H44LuN3P3S



Question: Which value of charge does entry 1 give?
Answer: +3